No. 1
{"formula": "C36H42AsN2O3ScSi2Te", "method": "ωB97M-V/def2-TZVPD", "lumo_energy_ha": -0.0343, "de_lowest_kcal_mol": 0.00, "homo_ha": -0.227, "total_energy_ev": -151728.0477, "molar_mass_g_mol": 854.4, "max_force_ev_per_a": 3.8, "orbital_gap_ha": 0.19320, "symbols": ["Sc", "C", "C", "C", "C", "C", "O", "C", "C", "C", "C", "C", "C", "C", "O", "C", "C", "C", "N", "C", "C", "Te", "C", "C", "C", "C", "C", "C", "C", "C", "C", "C", "C", "C", "H", "H", "H", "H", "H", "H", "H", "H", "H", "H", "H", "H", "H", "H", "H", "H", "H", "H", "H", "H", "H", "H", "H", "H", "C", "Si", "C", "C", "As", "Si", "C", "C", "C", "H", "H", "H", "H", "H", "H", "H", "H", "H", "H", "H", "H", "H", "H", "H", "H", "H", "H", "O", "C", "N"], "xyz": [[1.22, 0.41, -0.53], [-5.47, -0.65, -0.71], [-3.98, -0.84, -0.78], [-3.35, -2.01, -0.38], [-2.01, -2.24, -0.67], [-1.42, -3.61, -0.36], [-1.56, -4.14, 0.74], [-0.53, -4.28, -1.34], [0.16, -5.43, -0.94], [1.07, -6.02, -1.79], [1.31, -5.48, -3.04], [0.61, -4.36, -3.48], [-0.30, -3.76, -2.63], [-1.20, -1.15, -1.06], [0.13, -1.20, -0.90], [-1.82, 0.04, -1.56], [-3.21, 0.19, -1.32], [-1.07, 1.16, -2.19], [0.20, 1.39, -2.02], [1.03, 2.51, -2.56], [1.02, 3.73, -1.64], [1.45, 3.31, 0.53], [-0.63, 3.39, 1.19], [-1.31, 2.18, 1.34], [-2.65, 2.16, 1.68], [-3.28, 3.34, 2.01], [-2.59, 4.55, 1.92], [-1.28, 4.58, 1.47], [-1.88, 1.97, -3.14], [-2.13, 3.34, -3.08], [-2.90, 3.96, -4.06], [-3.32, 3.23, -5.16], [-3.03, 1.87, -5.25], [-2.39, 1.24, -4.21], [-5.98, -1.61, -0.53], [-5.81, -0.27, -1.68], [-5.74, 0.08, 0.09], [-3.92, -2.76, 0.18], [-0.03, -5.83, 0.05], [1.63, -6.91, -1.48], [2.03, -5.93, -3.72], [0.78, -3.92, -4.46], [-0.87, -2.89, -2.98], [-3.71, 1.13, -1.59], [0.71, 2.74, -3.59], [2.07, 2.14, -2.62], [0.06, 4.26, -1.65], [1.81, 4.44, -1.96], [-0.80, 1.24, 1.12], [-3.20, 1.20, 1.70], [-4.34, 3.33, 2.30], [-3.08, 5.49, 2.20], [-0.80, 5.56, 1.29], [-1.82, 3.93, -2.20], [-3.13, 5.02, -3.97], [-3.87, 3.73, -5.95], [-3.38, 1.30, -6.11], [-2.26, 0.16, -4.19], [1.92, 0.03, 5.68], [2.16, 0.90, 4.02], [3.98, 1.23, 3.74], [1.28, 2.59, 4.11], [1.20, -0.63, 2.49], [2.87, -2.30, 2.21], [2.20, -3.66, 1.10], [4.48, -1.67, 1.43], [3.30, -3.06, 3.87], [2.45, 0.70, 6.42], [2.37, -0.96, 5.76], [0.88, 0.00, 6.05], [4.22, 2.10, 4.38], [4.29, 1.49, 2.73], [4.64, 0.41, 4.06], [1.13, 2.75, 5.19], [0.28, 2.70, 3.65], [1.92, 3.41, 3.75], [2.33, -3.43, 0.04], [1.13, -3.90, 1.26], [2.76, -4.58, 1.35], [4.31, -1.08, 0.50], [5.04, -2.57, 1.16], [5.10, -1.06, 2.08], [2.42, -3.50, 4.40], [3.81, -2.36, 4.54], [4.03, -3.87, 3.63], [5.01, 0.69, -2.70], [4.09, 0.43, -2.01], [3.16, 0.22, -1.23]]}

No. 2
{"formula": "C36H42Br4N6O11Sr", "method": "ωB97M-V/def2-TZVPD", "lumo_energy_ha": -0.2580, "de_lowest_kcal_mol": 71.07, "homo_ha": -0.496, "total_energy_ev": -350453.3833, "molar_mass_g_mol": 1142.0, "total_charge": 2, "max_force_ev_per_a": 3.1, "orbital_gap_ha": 0.23767, "symbols": ["N", "H", "H", "H", "H", "Sr", "C", "C", "O", "H", "H", "H", "H", "H", "Br", "C", "C", "Br", "H", "H", "H", "H", "Br", "C", "C", "Br", "H", "H", "H", "H", "C", "C", "C", "C", "C", "C", "N", "O", "O", "H", "H", "H", "H", "H", "C", "C", "C", "C", "C", "C", "N", "O", "O", "H", "H", "H", "H", "H", "C", "C", "C", "C", "C", "C", "N", "O", "O", "H", "H", "H", "H", "H", "C", "C", "C", "C", "C", "C", "N", "O", "O", "H", "H", "H", "H", "H", "C", "C", "C", "C", "C", "C", "N", "O", "O", "H", "H", "H", "H", "H"], "xyz": [[5.67, 16.53, 16.28], [5.43, 17.50, 16.10], [6.35, 16.40, 17.01], [5.95, 16.09, 15.41], [4.79, 16.12, 16.55], [2.62, 18.43, 17.60], [3.61, 19.15, 13.24], [4.42, 19.65, 14.47], [4.32, 19.01, 15.72], [4.02, 19.76, 12.44], [2.56, 19.43, 13.22], [3.89, 18.14, 12.94], [4.26, 20.72, 14.64], [5.45, 19.56, 14.12], [0.48, 23.65, 16.67], [1.17, 23.01, 14.96], [0.43, 21.81, 14.52], [0.83, 20.31, 15.67], [2.24, 22.85, 15.09], [1.16, 23.78, 14.18], [0.89, 21.49, 13.58], [-0.64, 21.99, 14.58], [2.11, 21.25, 10.88], [0.53, 21.28, 9.78], [-0.70, 21.56, 10.66], [-0.98, 20.04, 11.95], [0.51, 20.33, 9.24], [0.57, 22.13, 9.11], [-1.58, 21.62, 10.02], [-0.52, 22.45, 11.26], [4.94, 24.25, 13.77], [4.09, 23.60, 12.90], [3.30, 24.31, 12.00], [3.19, 25.67, 12.06], [4.01, 26.39, 12.99], [4.91, 25.65, 13.81], [2.32, 26.42, 11.08], [1.51, 25.82, 10.36], [2.47, 27.62, 10.91], [5.55, 23.75, 14.51], [4.06, 22.52, 12.96], [2.69, 23.78, 11.28], [4.07, 27.47, 12.98], [5.56, 26.14, 14.51], [-0.85, 15.04, 11.88], [-1.13, 16.01, 12.82], [-0.18, 16.37, 13.78], [1.14, 15.85, 13.66], [1.38, 14.81, 12.75], [0.38, 14.44, 11.79], [2.26, 16.33, 14.55], [3.36, 15.85, 14.40], [1.94, 17.10, 15.49], [-1.52, 14.87, 11.04], [-2.05, 16.54, 12.61], [-0.47, 17.09, 14.53], [2.33, 14.28, 12.75], [0.71, 13.72, 11.05], [7.27, 14.71, 14.46], [8.30, 15.67, 14.67], [8.36, 16.86, 13.93], [7.23, 17.23, 13.11], [6.13, 16.36, 12.97], [6.19, 15.10, 13.64], [7.37, 18.54, 12.35], [6.36, 19.06, 11.88], [8.43, 19.15, 12.32], [7.31, 13.80, 15.03], [9.09, 15.28, 15.29], [9.30, 17.39, 14.00], [5.28, 16.58, 12.35], [5.41, 14.36, 13.54], [6.69, 24.35, 16.97], [6.54, 23.02, 16.74], [5.44, 22.38, 17.23], [4.36, 22.99, 17.86], [4.50, 24.38, 18.15], [5.66, 25.05, 17.65], [3.19, 22.23, 18.42], [2.45, 22.81, 19.20], [3.12, 21.02, 18.08], [7.49, 24.90, 16.50], [7.22, 22.50, 16.07], [5.31, 21.32, 17.02], [3.68, 24.93, 18.59], [5.86, 26.09, 17.84], [8.23, 19.81, 16.20], [9.23, 20.02, 15.26], [10.57, 19.60, 15.47], [10.87, 18.96, 16.63], [9.81, 18.75, 17.56], [8.48, 19.04, 17.32], [12.21, 18.48, 16.95], [13.08, 18.74, 16.09], [12.42, 17.79, 17.93], [7.26, 20.09, 15.82], [8.98, 20.55, 14.36], [11.32, 19.86, 14.75], [10.03, 18.22, 18.48], [7.68, 18.78, 18.00]]}

No. 3
{"formula": "C36H42HfN3SiTe", "method": "ωB97M-V/def2-TZVPD", "lumo_energy_ha": -0.3844, "homo_ha": -0.555, "total_energy_ev": -58932.1103, "molar_mass_g_mol": 850.9, "total_charge": 3, "max_force_ev_per_a": 4.6, "orbital_gap_ha": 0.17106, "symbols": ["Hf", "C", "Si", "C", "N", "C", "C", "C", "C", "C", "C", "C", "C", "C", "C", "C", "C", "C", "C", "C", "C", "C", "H", "H", "H", "H", "H", "H", "H", "H", "H", "H", "H", "H", "H", "H", "H", "H", "H", "H", "H", "H", "H", "H", "H", "H", "Te", "C", "C", "C", "C", "C", "C", "C", "C", "C", "C", "C", "C", "H", "H", "H", "H", "H", "H", "H", "H", "H", "H", "C", "C", "C", "C", "N", "N", "C", "H", "H", "H", "H", "H", "H", "H", "H"], "xyz": [[0.32, -0.07, -0.88], [2.01, -1.32, -0.98], [2.79, -0.91, 0.59], [1.37, -0.12, 1.75], [-0.12, -0.16, 1.29], [-0.99, 1.07, 1.70], [-2.12, 0.83, 2.73], [-1.59, -0.01, 3.89], [-1.02, -1.32, 3.37], [-0.82, -1.40, 1.77], [4.34, 0.12, 0.35], [4.79, 1.02, 1.34], [5.63, 2.07, 1.04], [6.15, 2.18, -0.24], [5.91, 1.19, -1.15], [5.02, 0.16, -0.87], [3.46, -2.38, 1.64], [3.31, -3.69, 1.17], [3.74, -4.79, 1.90], [4.26, -4.60, 3.22], [4.33, -3.32, 3.77], [4.07, -2.27, 2.94], [1.79, -2.37, -1.12], [2.66, -1.16, -1.86], [1.66, 0.94, 1.96], [1.43, -0.74, 2.65], [-1.50, 1.43, 0.79], [-0.31, 1.86, 1.95], [-2.89, 0.35, 2.14], [-2.58, 1.81, 3.07], [-2.44, -0.11, 4.60], [-0.82, 0.54, 4.44], [-1.78, -2.07, 3.60], [-0.14, -1.59, 3.89], [-1.72, -1.49, 1.15], [-0.15, -2.24, 1.62], [4.46, 0.95, 2.39], [5.74, 2.83, 1.83], [6.98, 2.87, -0.46], [6.44, 1.21, -2.08], [4.81, -0.65, -1.60], [2.97, -3.91, 0.15], [3.64, -5.80, 1.45], [4.71, -5.47, 3.70], [4.53, -3.15, 4.85], [4.42, -1.31, 3.27], [-1.80, -1.49, -2.02], [-3.87, -2.01, -1.06], [-4.67, -1.10, -0.34], [-5.71, -1.62, 0.52], [-5.89, -2.97, 0.64], [-5.19, -3.81, -0.24], [-4.16, -3.34, -1.03], [-3.04, 0.19, -2.77], [-3.97, -0.08, -3.78], [-4.94, 0.85, -4.21], [-4.92, 2.09, -3.57], [-3.97, 2.38, -2.61], [-2.95, 1.50, -2.29], [-4.46, 0.03, -0.32], [-6.25, -0.96, 1.16], [-6.63, -3.45, 1.31], [-5.51, -4.90, -0.22], [-3.61, -4.06, -1.65], [-4.06, -1.17, -4.01], [-5.67, 0.59, -4.95], [-5.60, 2.90, -3.87], [-3.91, 3.39, -2.17], [-2.13, 1.82, -1.67], [0.08, 5.75, -1.50], [0.14, 4.27, -1.72], [0.17, 3.50, -2.92], [0.48, 2.16, -2.60], [0.63, 2.04, -1.23], [0.38, 3.35, -0.76], [0.76, 1.03, -3.51], [0.64, 6.20, -2.38], [0.57, 5.97, -0.52], [-0.85, 6.23, -1.45], [0.07, 3.96, -3.94], [0.55, 3.58, 0.21], [0.19, 0.98, -4.44], [0.55, 0.13, -2.96], [1.80, 1.03, -3.85]]}

No. 4
{"formula": "C36H42HfN5O3P2S3", "method": "ωB97M-V/def2-TZVPD", "lumo_energy_ha": -0.0713, "de_lowest_kcal_mol": 0.13, "homo_ha": -0.374, "total_energy_ev": -103997.5347, "molar_mass_g_mol": 929.4, "total_charge": 1, "max_force_ev_per_a": 1.5, "orbital_gap_ha": 0.30269, "symbols": ["Hf", "S", "P", "C", "P", "S", "C", "C", "C", "C", "C", "C", "C", "C", "C", "C", "C", "C", "C", "C", "C", "C", "C", "C", "C", "C", "C", "C", "C", "C", "H", "H", "H", "H", "H", "H", "H", "H", "H", "H", "H", "H", "H", "H", "H", "H", "H", "H", "H", "H", "N", "C", "C", "C", "O", "O", "H", "H", "H", "H", "H", "H", "N", "C", "N", "C", "C", "O", "C", "C", "H", "H", "H", "H", "H", "H", "H", "H", "C", "N", "C", "S", "N", "C", "H", "H", "H", "H", "H", "H", "H", "H"], "xyz": [[0.10, -1.14, -0.17], [-1.13, -1.13, -2.72], [-0.80, 0.82, -2.36], [0.35, 0.89, -1.05], [-0.22, 1.79, 0.31], [-1.34, 0.57, 1.48], [-1.08, 3.35, -0.04], [-2.33, 3.63, 0.48], [-2.93, 4.86, 0.21], [-2.27, 5.80, -0.58], [-1.00, 5.52, -1.09], [-0.41, 4.29, -0.82], [1.22, 2.39, 1.24], [2.49, 2.33, 0.70], [3.57, 2.88, 1.39], [3.37, 3.48, 2.62], [2.09, 3.54, 3.17], [1.02, 3.00, 2.48], [-0.04, 1.58, -3.82], [1.17, 2.25, -3.72], [1.75, 2.82, -4.85], [1.12, 2.71, -6.08], [-0.09, 2.03, -6.19], [-0.67, 1.47, -5.07], [-2.41, 1.65, -2.22], [-3.44, 1.04, -1.51], [-4.69, 1.63, -1.43], [-4.92, 2.84, -2.07], [-3.90, 3.46, -2.77], [-2.65, 2.87, -2.85], [-2.84, 2.90, 1.09], [-3.91, 5.08, 0.61], [-2.73, 6.75, -0.79], [-0.48, 6.25, -1.70], [0.59, 4.07, -1.20], [2.64, 1.86, -0.27], [4.57, 2.83, 0.97], [4.21, 3.90, 3.16], [1.93, 4.02, 4.13], [0.02, 3.05, 2.90], [1.65, 2.32, -2.75], [2.69, 3.35, -4.76], [1.58, 3.15, -6.96], [-0.57, 1.94, -7.15], [-1.61, 0.93, -5.15], [-3.27, 0.09, -1.02], [-5.49, 1.15, -0.87], [-5.90, 3.30, -2.02], [-4.08, 4.41, -3.26], [-1.85, 3.37, -3.39], [-1.99, -2.38, -0.02], [-1.93, -3.88, -0.01], [-0.86, -4.37, -0.98], [0.47, -3.86, -0.47], [1.01, -4.38, 0.48], [0.91, -2.74, -1.07], [-2.58, -2.05, 0.74], [-2.43, -2.09, -0.88], [-2.90, -4.30, -0.27], [-1.68, -4.21, 1.00], [-1.06, -3.99, -1.98], [-0.84, -5.46, -1.00], [0.00, -2.08, 1.96], [0.03, -2.58, 3.00], [0.08, -3.14, 4.18], [0.79, -4.43, 4.38], [-0.24, -5.48, 4.74], [-1.01, -5.08, 5.86], [-1.74, -3.88, 5.60], [-0.80, -2.74, 5.29], [1.49, -4.30, 5.20], [1.33, -4.69, 3.48], [0.25, -6.41, 5.01], [-0.89, -5.66, 3.87], [-2.31, -3.66, 6.50], [-2.43, -4.04, 4.77], [-0.18, -2.52, 6.15], [-1.35, -1.84, 5.01], [3.83, -3.73, 1.66], [4.09, -3.21, 0.32], [3.57, -2.09, -0.18], [2.70, -1.01, 0.84], [3.84, -1.85, -1.47], [3.47, -0.67, -2.25], [4.63, -4.41, 1.92], [2.87, -4.26, 1.68], [3.80, -2.92, 2.37], [4.51, -3.86, -0.33], [4.36, -2.55, -1.96], [2.65, -0.14, -1.80], [3.17, -0.99, -3.25], [4.32, 0.01, -2.33]]}

No. 5
{"formula": "C36H42N8NdO2PS3SeTe", "method": "ωB97M-V/def2-TZVPD", "lumo_energy_ha": [-0.0378, -0.0377], "homo_ha": [-0.271, -0.271], "spin_multiplicity": 4, "total_energy_ev": -183741.7834, "molar_mass_g_mol": 1096.8, "s_squared": 3.753, "max_force_ev_per_a": 2.7, "orbital_gap_ha": [0.23362, 0.23365], "symbols": ["Nd", "C", "N", "C", "P", "O", "N", "C", "C", "N", "C", "C", "H", "H", "H", "H", "H", "H", "H", "H", "H", "H", "H", "H", "H", "H", "H", "H", "H", "H", "O", "C", "C", "C", "C", "C", "S", "C", "C", "C", "C", "S", "C", "C", "C", "C", "S", "H", "H", "H", "H", "H", "H", "H", "H", "H", "N", "C", "N", "C", "N", "C", "C", "C", "C", "C", "C", "Te", "C", "C", "C", "H", "H", "H", "H", "H", "H", "H", "H", "H", "H", "H", "Se", "N", "C", "C", "C", "C", "C", "C", "N", "H", "H", "H", "H"], "xyz": [[-0.59, 0.12, -1.06], [-2.97, -1.74, 2.67], [-1.85, -1.20, 3.44], [-2.15, -1.07, 4.81], [-0.38, -1.08, 2.67], [-0.61, -0.49, 1.26], [0.63, -0.23, 3.70], [1.96, -0.66, 4.15], [0.37, 1.17, 4.04], [0.19, -2.56, 2.48], [0.19, -3.46, 3.67], [1.15, -2.84, 1.46], [-3.90, -1.46, 3.18], [-3.06, -2.83, 2.74], [-2.91, -1.38, 1.66], [-2.94, -0.31, 4.97], [-1.32, -0.69, 5.37], [-2.41, -2.01, 5.28], [1.92, -1.73, 4.55], [2.17, -0.04, 5.08], [2.77, -0.59, 3.41], [0.99, 1.86, 3.48], [0.52, 1.28, 5.12], [-0.63, 1.45, 3.77], [0.28, -4.49, 3.40], [-0.79, -3.43, 4.16], [1.05, -3.30, 4.26], [1.11, -2.05, 0.73], [1.07, -3.81, 0.99], [2.18, -2.78, 1.80], [1.48, -0.25, -1.32], [2.85, -0.03, -1.39], [3.04, 1.03, -2.49], [3.13, 0.81, -3.81], [3.07, 2.04, -4.59], [3.04, 3.13, -3.78], [2.97, 2.76, -2.11], [3.31, 0.48, -0.02], [2.69, 1.07, 1.05], [3.59, 1.58, 2.04], [4.89, 1.34, 1.73], [4.99, 0.48, 0.30], [3.53, -1.31, -1.78], [4.85, -1.66, -1.95], [5.00, -3.04, -2.13], [3.83, -3.79, -2.20], [2.55, -2.67, -2.00], [3.23, -0.29, -4.26], [3.12, 1.99, -5.67], [3.01, 4.14, -4.22], [1.60, 1.14, 1.22], [3.30, 2.28, 2.78], [5.61, 1.63, 2.45], [5.69, -1.04, -1.79], [5.92, -3.50, -2.34], [3.51, -4.80, -2.51], [-1.79, -1.96, -1.65], [-1.85, -2.88, -0.90], [-2.08, -3.86, -0.14], [-1.23, -4.84, -0.26], [-0.55, -5.74, -0.48], [-5.80, 0.97, 2.72], [-4.63, 1.50, 1.88], [-4.60, 1.40, 0.48], [-3.52, 1.87, -0.33], [-3.59, 1.69, -1.82], [-2.43, 2.48, 0.31], [-0.72, 3.16, -0.81], [-2.55, 2.76, 1.69], [-1.46, 3.62, 2.35], [-3.55, 2.21, 2.45], [-6.21, -0.07, 2.42], [-6.63, 1.67, 2.68], [-5.45, 0.92, 3.79], [-5.48, 1.03, -0.05], [-4.63, 1.47, -2.13], [-3.01, 0.82, -2.17], [-3.15, 2.52, -2.39], [-0.55, 3.35, 1.90], [-1.50, 3.54, 3.43], [-1.69, 4.68, 2.21], [-3.58, 2.34, 3.54], [-0.93, -1.93, -4.39], [-0.64, -0.22, -3.75], [-0.42, 0.53, -4.83], [-0.28, 1.97, -4.87], [-0.12, 2.60, -6.10], [0.03, 1.85, -7.30], [-0.14, 0.52, -7.33], [-0.36, -0.14, -6.11], [-0.56, -1.45, -6.02], [-0.44, 2.46, -3.83], [0.01, 3.69, -6.17], [0.23, 2.38, -8.23], [0.00, -0.10, -8.22]]}